(1)
A molecular structure, C49H39GeN5SeTa at a distorted geometry, computed with the ωB97M-V functional and the def2-TZVPD basis.

Each line ends with the Löwdin charge.
Cartesian coordinates (Å):
1 Ta -0.605 0.106 0.372  1.908
2 Se -2.306 0.903 4.817  0.683
3 Ge 2.515 -0.656 -1.380  0.733
4 N 0.746 -0.683 1.640  -0.098
5 N -1.954 0.401 1.961  -0.110
6 N -0.327 2.150 0.786  -0.089
7 N -1.821 0.817 -1.176  -0.065
8 N -0.933 -1.843 -0.337  -0.030
9 C 1.369 0.094 2.517  -0.243
10 C -2.590 5.469 -0.770  -0.056
11 C 0.428 -3.137 1.323  -0.060
12 C -5.270 -3.000 -4.994  -0.065
13 C -5.682 -2.745 -3.703  -0.057
14 C 1.580 -1.943 3.271  0.008
15 C 0.815 -2.041 2.129  -0.169
16 C 1.000 3.804 1.584  0.060
17 C 2.349 3.080 5.773  -0.050
18 C 1.819 -0.644 3.629  0.060
19 C -0.635 3.264 0.106  -0.200
20 C 2.237 2.066 3.595  -0.235
21 C -3.178 0.965 -2.992  0.056
22 C 0.715 2.408 1.679  -0.254
23 C 2.831 -5.763 2.422  -0.091
24 C -2.505 -1.356 -2.108  -0.052
25 C -0.382 -3.107 0.172  -0.172
26 C -3.970 -2.689 -5.370  -0.068
27 C -2.845 2.223 -2.677  0.033
28 C -1.746 -2.218 -1.316  -0.256
29 C -3.073 -2.195 -4.451  -0.045
30 C 1.699 -2.178 -2.367  -0.212
31 C 0.153 4.363 0.639  0.077
32 C -2.129 0.601 3.116  -0.914
33 C -2.474 0.019 -2.110  -0.168
34 C -1.970 2.135 -1.572  -0.211
35 C 2.349 -4.555 1.939  -0.022
36 C 3.735 2.807 5.791  -0.047
37 C 0.936 -4.361 1.933  -0.212
38 C -4.765 -2.273 -2.777  -0.031
39 C -2.356 7.141 -2.370  -0.081
40 C 4.387 2.552 4.542  -0.063
41 C 0.077 -5.356 2.413  -0.002
42 C 3.624 2.112 3.478  -0.047
43 C 3.709 0.354 -2.707  -0.234
44 C -1.803 4.637 -1.511  -0.260
45 C -1.567 6.321 -3.196  -0.031
46 C 2.019 -6.808 2.754  -0.083
47 C -1.444 3.302 -1.038  -0.071
48 C -1.621 -3.625 -1.538  0.012
49 C -2.962 6.689 -1.224  -0.072
50 C 1.378 1.568 2.481  -0.041
51 C 3.930 -1.283 -0.109  -0.221
52 C -3.473 -2.014 -3.135  -0.215
53 C -0.917 -4.218 -0.578  0.048
54 C 0.624 -6.633 2.752  -0.036
55 C 1.609 2.752 4.638  -0.026
56 C 1.162 0.650 -0.980  -0.411
57 C -1.289 5.020 -2.733  -0.021
58 H -5.997 -3.327 -5.706  0.104
59 H 4.335 2.994 6.648  0.091
60 H 3.935 -5.902 2.496  0.126
61 H -3.604 7.387 -0.604  0.140
62 H 1.300 -2.860 -1.612  -0.017
63 H 1.744 4.370 2.048  0.113
64 H -0.044 5.394 0.390  0.122
65 H 0.932 -1.896 -3.095  0.017
66 H 4.638 -1.826 -0.816  0.041
67 H 2.470 -0.289 4.410  0.131
68 H -0.711 -5.282 -0.398  0.145
69 H -6.687 -2.897 -3.451  0.095
70 H 3.080 0.668 -3.578  0.017
71 H 1.839 3.431 6.650  0.104
72 H -3.708 0.703 -3.850  0.107
73 H 5.521 2.644 4.458  0.132
74 H 2.988 -3.721 1.537  0.117
75 H -2.070 -1.899 -4.764  0.127
76 H -2.905 5.147 0.219  0.134
77 H 2.106 -2.792 3.666  0.124
78 H -2.607 8.092 -2.732  0.089
79 H 2.463 -7.758 3.084  0.118
80 H -2.249 -4.034 -2.292  0.118
81 H 4.711 -0.096 -2.949  0.025
82 H -1.110 6.837 -4.062  0.119
83 H 4.080 1.337 -2.248  0.030
84 H -3.294 3.183 -3.016  0.154
85 H 3.883 -1.980 0.767  0.000
86 H -3.664 -2.634 -6.408  0.111
87 H 2.421 -2.803 -2.963  0.045
88 H -0.028 -7.444 2.959  0.094
89 H 1.656 1.626 -0.686  0.028
90 H -0.985 -5.259 2.438  0.111
91 H -5.181 -2.055 -1.825  0.116
92 H -0.545 4.382 -3.167  0.122
93 H 4.433 -0.402 0.277  -0.001
94 H 0.910 0.748 -2.103  0.030
95 H 4.178 1.732 2.621  0.123
96 H 0.563 3.035 4.622  0.114

Results
Lowest unoccupied orbital energy (spin up / spin down)   -4.803 / -4.803 eV
E_HOMO (spin up / spin down)   -10.180 / -10.181 eV
Relative energy (zero: lowest compared OMol25 entry of this formula, charge and spin)   40.9 kJ/mol
Strongest force on any atom   3.85 eV/A
Orbital gap (spin up / spin down)   5.38 / 5.38 eV
Total charge   +1



(2)
A molecular structure, C48H39AsNP2PdSe2, computed with the ωB97M-V functional and the def2-TZVPD basis.

Each line ends with the Löwdin charge.
Cartesian coordinates (Å):
1 Pd -0.242 -0.190 1.861  0.023
2 Se 1.105 -0.452 3.836  0.514
3 Se -2.400 0.034 0.587  0.159
4 As 0.423 -2.439 0.730  1.299
5 P 0.462 2.511 0.076  1.083
6 P -2.894 0.056 2.780  0.644
7 N 2.550 0.393 0.349  0.122
8 C -1.318 -6.253 1.058  -0.088
9 C -0.704 4.955 0.908  -0.078
10 C 1.810 3.092 2.472  -0.094
11 C -3.551 -3.827 3.760  -0.108
12 C -0.857 -6.966 -0.037  -0.103
13 C -0.957 -4.923 1.212  -0.111
14 C 2.100 -3.075 1.487  -0.330
15 C 1.758 -1.683 -3.223  -0.083
16 C -4.298 1.258 2.826  -0.452
17 C -0.212 1.698 2.725  -0.468
18 C 4.410 1.655 -0.481  -0.048
19 C -0.393 4.692 -1.454  -0.127
20 C 3.046 1.566 -0.173  -0.329
21 C -1.303 6.188 0.690  -0.091
22 C 0.312 -5.006 -0.815  -0.086
23 C -0.221 4.199 -0.159  -0.368
24 C -5.249 1.402 1.816  -0.148
25 C -0.140 -4.287 0.286  -0.326
26 C 1.232 2.332 4.697  -0.165
27 C 2.219 2.685 -0.435  -0.331
28 C 3.588 -2.545 -1.909  -0.031
29 C 4.942 2.796 -1.054  -0.117
30 C 1.996 3.097 3.905  -0.101
31 C -6.224 2.384 1.903  -0.093
32 C -6.257 3.242 2.996  -0.110
33 C -3.785 -1.530 3.047  -0.424
34 C -5.167 -1.697 3.020  -0.089
35 C 2.303 -3.507 2.787  -0.137
36 C -5.316 3.110 4.004  -0.103
37 C 2.769 -2.596 -0.788  -0.226
38 C -4.927 -3.996 3.683  -0.111
39 C 3.147 -3.070 0.555  -0.204
40 C 3.569 -3.919 3.179  -0.085
41 C -4.339 2.127 3.913  -0.115
42 C -2.982 -2.604 3.438  -0.134
43 C 0.931 -1.724 -2.107  -0.087
44 C 3.080 -2.093 -3.119  -0.087
45 C -0.975 5.931 -1.670  -0.102
46 C -5.731 -2.930 3.317  -0.099
47 C 2.778 3.818 -1.014  -0.107
48 C 1.437 -2.177 -0.902  -0.361
49 C 0.753 2.474 1.906  -0.426
50 C 4.130 3.885 -1.328  -0.123
51 C 0.219 1.435 4.130  -0.594
52 C -0.044 -6.339 -0.971  -0.091
53 C 4.618 -3.902 2.268  -0.090
54 C 4.410 -3.488 0.961  -0.033
55 C -1.429 6.686 -0.598  -0.109
56 H 0.944 -4.535 -1.557  0.098
57 H -1.912 -2.437 3.527  0.073
58 H -2.937 -4.653 4.099  0.097
59 H -5.335 3.773 4.861  0.094
60 H -1.315 -4.353 2.055  0.067
61 H -0.597 1.204 4.805  0.063
62 H -1.132 -8.006 -0.166  0.095
63 H 4.541 4.787 -1.763  0.088
64 H 1.395 2.292 5.768  0.100
65 H 1.664 0.386 0.874  -0.013
66 H -7.013 4.016 3.057  0.092
67 H 4.623 -2.861 -1.850  0.102
68 H 3.234 -0.234 0.740  0.090
69 H 2.156 4.682 -1.204  0.087
70 H -6.957 2.486 1.112  0.096
71 H 2.778 3.721 4.322  0.094
72 H 1.482 -3.496 3.494  0.081
73 H 5.607 -4.206 2.586  0.096
74 H -5.809 -0.860 2.778  0.087
75 H 3.721 -2.067 -3.992  0.097
76 H 5.238 -3.483 0.260  0.101
77 H -3.588 2.033 4.690  0.092
78 H 2.520 3.629 1.854  0.106
79 H -1.085 6.309 -2.680  0.096
80 H 6.002 2.844 -1.271  0.093
81 H -1.671 6.762 1.532  0.098
82 H -0.609 4.583 1.919  0.098
83 H -1.890 7.652 -0.766  0.093
84 H 5.047 0.808 -0.249  0.104
85 H -1.961 -6.728 1.790  0.099
86 H -0.101 -1.398 -2.165  0.108
87 H -5.197 0.749 0.953  0.072
88 H -1.243 2.036 2.601  0.043
89 H -6.808 -3.051 3.288  0.095
90 H 1.373 -1.330 -4.171  0.098
91 H 3.743 -4.234 4.201  0.100
92 H 0.317 -6.893 -1.829  0.098
93 H -5.371 -4.953 3.932  0.092
94 H -0.067 4.096 -2.299  0.105

Results
Lowest unoccupied orbital energy   2.476 eV
E_HOMO   -4.074 eV
Relative energy (zero: lowest compared OMol25 entry of this formula, charge and spin)   291.3 kJ/mol
Strongest force on any atom   0.84 eV/A
Orbital gap   6.55 eV
Total charge   -1



(3)
C4H9NO2 in the gas phase, computed with the ωB97M-V functional and the def2-TZVPD basis.

Each line ends with the Löwdin charge.
Cartesian coordinates (Å):
1 O 0.167 0.894 -0.636  -0.033
2 O 2.210 -0.167 -0.872  0.045
3 N 1.783 0.651 1.185  0.134
4 C 0.164 -1.033 0.263  -0.020
5 C -0.770 -0.208 -0.628  -0.365
6 C -2.124 0.189 -0.084  -0.045
7 C 1.181 0.097 0.031  -0.642
8 H 1.087 1.006 1.829  0.091
9 H -2.013 0.661 0.898  0.083
10 H -2.764 -0.694 0.022  0.084
11 H -0.877 -0.624 -1.640  0.142
12 H -2.623 0.897 -0.754  0.081
13 H 0.481 -2.013 -0.099  0.119
14 H 2.420 1.396 0.923  0.094
15 H 1.849 0.053 -1.741  0.112
16 H -0.170 -1.103 1.303  0.118

Results
Lowest unoccupied orbital energy   0.932 eV
SMILES   C[C@@H]1C[C@@](N)(O)O1
E_HOMO   -9.783 eV
Relative energy (zero: lowest compared OMol25 entry of this formula, charge and spin)   132.7 kJ/mol
Strongest force on any atom   0.35 eV/A
Orbital gap   10.72 eV
Total charge   0



(4)
9 unconnected molecules or ions with the total composition C23H30Cl6F4O18 at a distorted geometry, computed with the ωB97M-V functional and the def2-TZVPD basis.

Each line ends with the Löwdin charge.
Cartesian coordinates (Å):
1 Cl -15.518 -21.942 -18.277  0.518
2 Cl -18.337 -16.479 -20.187  0.560
3 Cl -19.865 -14.199 -19.350  0.496
4 Cl -16.772 -17.006 -17.437  0.600
5 Cl -17.346 -19.778 -16.411  0.637
6 Cl -12.687 -21.382 -17.561  0.498
7 F -18.415 -24.477 -16.535  0.064
8 F -18.033 -15.186 -14.018  0.085
9 F -23.457 -21.273 -20.980  0.022
10 F -12.771 -14.128 -15.121  0.088
11 O -20.701 -19.019 -18.921  0.166
12 O -20.069 -20.564 -14.308  0.059
13 O -21.457 -20.935 -19.906  0.132
14 O -11.998 -14.017 -21.005  0.155
15 O -14.140 -14.557 -12.001  0.191
16 O -19.524 -18.385 -14.250  0.149
17 O -15.425 -16.426 -12.070  0.065
18 O -13.919 -16.999 -16.217  -0.006
19 O -22.735 -19.836 -18.512  0.079
20 O -13.819 -13.759 -19.694  0.095
21 O -12.383 -16.347 -14.755  0.142
22 O -13.938 -14.866 -21.621  0.069
23 O -20.255 -22.414 -17.646  0.086
24 O -13.284 -18.440 -14.624  0.176
25 O -21.976 -23.808 -18.027  0.161
26 O -19.829 -24.518 -18.277  0.136
27 O -21.075 -19.241 -12.849  0.081
28 O -16.036 -14.598 -13.186  0.146
29 C -21.751 -20.491 -12.713  -0.081
30 C -20.656 -22.670 -13.434  -0.015
31 C -18.869 -22.547 -17.874  -0.122
32 C -16.800 -15.655 -13.735  -0.319
33 C -20.811 -23.583 -17.967  -0.523
34 C -16.133 -13.290 -19.414  -0.019
35 C -22.639 -21.646 -19.909  -0.277
36 C -21.555 -19.804 -19.154  -0.527
37 C -20.225 -19.270 -13.892  -0.543
38 C -19.961 -15.944 -19.809  -0.948
39 C -23.388 -21.102 -18.654  -0.026
40 C -18.597 -24.022 -17.816  -0.304
41 C -15.211 -15.135 -21.003  -0.091
42 C -17.879 -18.353 -17.284  -1.011
43 C -15.112 -14.386 -19.666  -0.320
44 C -12.439 -15.304 -15.703  -0.303
45 C -14.413 -21.290 -17.041  -1.008
46 C -15.106 -15.109 -12.387  -0.557
47 C -13.448 -15.750 -16.747  -0.047
48 C -13.194 -17.382 -15.151  -0.542
49 C -16.671 -16.743 -12.695  -0.063
50 C -21.202 -21.296 -13.878  -0.326
51 C -13.149 -14.213 -20.749  -0.590
52 H -11.467 -15.223 -16.196  0.170
53 H -20.259 -16.400 -18.874  0.008
54 H -23.163 -21.813 -17.857  0.118
55 H -20.189 -23.163 -14.285  0.075
56 H -17.132 -13.652 -19.642  0.025
57 H -14.394 -15.219 -16.821  0.119
58 H -20.004 -22.527 -12.573  0.090
59 H -18.597 -22.047 -18.805  0.141
60 H -18.823 -18.026 -16.857  0.027
61 H -17.475 -16.782 -11.957  0.142
62 H -21.432 -23.361 -13.091  0.090
63 H -15.953 -12.396 -20.019  0.097
64 H -12.951 -15.919 -17.701  0.140
65 H -22.838 -20.448 -12.729  0.137
66 H -20.663 -15.953 -20.632  0.034
67 H -18.108 -18.663 -18.301  -0.005
68 H -16.094 -14.870 -21.582  0.119
69 H -22.569 -22.727 -19.997  0.158
70 H -24.434 -20.951 -18.879  0.139
71 H -18.256 -22.071 -17.110  0.060
72 H -17.705 -24.280 -18.379  0.161
73 H -15.243 -15.154 -18.907  0.084
74 H -21.902 -21.511 -14.688  0.149
75 H -16.760 -17.722 -13.168  0.132
76 H -15.168 -16.221 -20.893  0.126
77 H -14.683 -21.755 -16.095  0.038
78 H -16.019 -12.856 -18.419  0.091
79 H -21.423 -20.935 -11.772  0.132
80 H -16.358 -15.922 -14.697  0.135
81 H -14.628 -20.251 -16.803  -0.020

Results
Lowest unoccupied orbital energy   0.093 eV
SMILES   O=C1OC[C@@H](F)O1.O=C1OC[C@@H](F)O1.O=C1OC[C@@H](F)O1.O=C1OC[C@@H](F)O1.C[C@H]1COC(=O)O1.C[C@H]1COC(=O)O1.ClCCl.ClCCl.ClCCl
E_HOMO   -10.954 eV
Relative energy (zero: lowest compared OMol25 entry of this formula, charge and spin)   0.0 kJ/mol
Strongest force on any atom   2.70 eV/A
Orbital gap   11.05 eV
Total charge   0